Record 1
The following is a DFT calculation (ωB97M-V/def2-TZVPD) of C4H4N2O in the gas phase.

Structure (XYZ):
```
11
Properties=species:S:1:pos:R:3:lowdin_charge:R:1
O -2.7904 -0.9515 0.0279 0.052
C -2.3308 0.1671 -0.0084 -0.298
C -1.0133 0.4810 0.5162 0.158
C 0.1397 0.8802 0.0159 -0.274
N 1.3735 0.9003 -0.2664 0.065
C 1.9479 -0.3799 -0.1112 -0.297
N 1.2476 -1.3950 0.1815 0.108
H -2.9017 1.0440 -0.3786 0.128
H -0.5227 1.8575 0.0247 0.196
H 3.0289 -0.3748 -0.2715 0.110
H 1.8214 -2.2288 0.2698 0.052
```

LUMO = -0.434 eV
Electronic energy = -9235.6062 eV
HOMO = -9.43 eV
Relative energy (zero: lowest compared OMol25 entry of this formula, charge and spin) = 112.6 kcal per mole
Kohn-Sham gap = 8.99 eV

Record 2
The following is a DFT calculation (ωB97M-V/def2-TZVPD) of C46H57BKN8O2PS4 as an isolated structure in a non-equilibrium geometry.

Structure (XYZ):
```
120
Properties=species:S:1:pos:R:3:lowdin_charge:R:1
K -0.2581 -0.6038 0.9961 0.551
C 5.5248 -1.9610 1.5860 -0.052
C 4.8671 -0.8558 2.4201 -0.559
C 3.4710 -1.3390 2.8223 -0.047
C 5.7204 -0.5471 3.6575 -0.053
N 4.7593 0.3690 1.6340 -0.012
C 5.3693 0.5896 0.4204 -0.113
C 4.9386 1.7772 -0.0399 -0.163
N 4.0678 2.3187 0.8660 0.031
B 3.2465 3.5365 0.4405 -0.628
N 2.2425 4.0842 1.4566 0.013
C 2.3492 5.3100 2.0498 -0.079
C 1.1887 5.5902 2.6708 -0.074
N 0.3312 4.5220 2.4785 -0.003
C 1.0001 3.5971 1.7143 -0.699
S 0.4353 2.1782 1.0867 0.690
C -1.0270 4.5224 3.0135 -0.551
C -0.9479 4.9372 4.4911 -0.042
C -1.6986 3.1562 2.9415 -0.086
C -1.8693 5.5346 2.2206 -0.022
N 2.4643 3.2399 -0.8770 0.023
C 1.9367 4.3128 -1.5414 -0.082
C 1.4772 3.9042 -2.7368 -0.088
N 1.7168 2.5476 -2.8395 0.000
C 2.2789 2.1425 -1.6483 -0.697
S 2.5841 0.5682 -1.2116 0.722
C 1.7296 1.9259 -4.1615 -0.550
C 2.6485 2.7855 -5.0498 -0.040
C 2.2802 0.5042 -4.1524 -0.111
C 0.3062 1.9065 -4.7253 -0.021
C 3.9951 1.4744 1.9191 -0.725
S 3.3390 1.8444 3.4067 0.634
H 5.5024 -2.8886 2.1528 0.083
H 6.5622 -1.7314 1.3520 0.073
H 4.9698 -2.1098 0.6632 0.088
H 3.5485 -2.2133 3.4651 0.085
H 2.8964 -1.5977 1.9334 0.089
H 2.9461 -0.5530 3.3578 0.012
H 5.8503 -1.4364 4.2695 0.076
H 5.2233 0.2230 4.2425 0.026
H 6.7008 -0.1805 3.3532 0.080
H 6.0272 -0.1104 -0.0441 0.102
H 5.1632 2.2739 -0.9618 0.118
H 4.0235 4.4268 0.1792 0.120
H 3.2474 5.8903 1.9694 0.110
H 0.9100 6.4669 3.2173 0.101
H -0.1981 4.3344 4.9971 0.094
H -1.9098 4.7713 4.9678 0.079
H -0.6851 5.9859 4.6071 0.064
H -1.0843 2.4037 3.4254 0.080
H -1.8634 2.8496 1.9151 0.035
H -2.6600 3.2048 3.4474 0.086
H -1.4064 6.5206 2.2150 0.073
H -2.8594 5.6186 2.6623 0.083
H -1.9824 5.2000 1.1924 0.072
H 1.9304 5.2889 -1.0965 0.122
H 0.9688 4.4553 -3.4985 0.112
H 3.6340 2.8612 -4.5949 0.089
H 2.2553 3.7903 -5.1747 0.066
H 2.7528 2.3324 -6.0317 0.077
H 3.2662 0.4674 -3.6967 0.042
H 2.3539 0.1468 -5.1781 0.079
H 1.6249 -0.1500 -3.5873 0.042
H -0.0764 2.9133 -4.8771 0.074
H -0.3604 1.3967 -4.0353 0.071
H 0.3010 1.3789 -5.6770 0.084
O -1.4264 -2.0931 2.7934 -0.040
C -1.8657 -2.4207 1.6828 -0.767
O -1.1036 -2.7471 0.7286 -0.282
C -3.3679 -2.3217 1.5125 -0.192
C -4.1853 -3.1863 2.2208 -0.054
C -5.5592 -3.0044 2.2806 -0.132
C -6.1246 -1.9123 1.6393 -0.137
C -5.3264 -1.0295 0.9481 -0.156
C -3.9405 -1.2081 0.8625 -0.686
S -3.0287 -0.0605 -0.0341 0.570
H -3.7323 -4.0196 2.7442 0.109
H -6.1831 -3.6943 2.8382 0.078
H -7.1962 -1.7473 1.6967 0.083
H -5.7557 -0.1604 0.4635 0.081
N -2.8614 1.3263 -3.0309 0.137
C -2.5677 2.6244 -2.7571 -0.406
C -3.0865 3.6874 -3.5228 -0.047
C -2.7246 4.9778 -3.2025 -0.113
C -1.8429 5.1944 -2.1482 -0.104
C -1.3527 4.0765 -1.4854 -0.185
N -1.6946 2.8407 -1.7730 0.151
H -3.7000 1.1457 -3.5592 0.087
H -2.7180 0.6924 -2.2447 -0.023
H -3.7605 3.4789 -4.3436 0.095
H -3.1327 5.8105 -3.7670 0.092
H -1.5517 6.1925 -1.8480 0.087
H -0.6398 4.1783 -0.6798 0.066
C -0.6224 -1.6304 -1.9373 -0.274
P -2.1217 -2.5215 -1.3246 0.982
C -1.5657 -4.2383 -1.6614 -0.347
C -0.2475 -4.6778 -1.5838 -0.088
C 0.0571 -6.0160 -1.7567 -0.110
C -0.9440 -6.9434 -1.9945 -0.131
C -2.2664 -6.5226 -2.0266 -0.114
C -2.5669 -5.1877 -1.8530 -0.104
C -2.9983 -2.3537 -2.9839 -0.348
C -2.5362 -2.7664 -4.2287 -0.098
C -3.2923 -2.5592 -5.3685 -0.112
C -4.5316 -1.9454 -5.2833 -0.128
C -5.0124 -1.5432 -4.0475 -0.115
C -4.2482 -1.7495 -2.9129 -0.126
H 0.1826 -1.6938 -1.2084 -0.008
H -0.9031 -0.5860 -2.0672 0.018
H -0.2985 -2.0486 -2.8926 0.041
H 0.5418 -3.9687 -1.3845 0.098
H 1.0901 -6.3423 -1.7162 0.090
H -0.6992 -7.9879 -2.1444 0.082
H -3.0587 -7.2456 -2.1903 0.089
H -3.5975 -4.8477 -1.8715 0.106
H -1.5757 -3.2607 -4.3061 0.100
H -2.9171 -2.8858 -6.3335 0.088
H -5.1234 -1.7911 -6.1789 0.085
H -5.9908 -1.0822 -3.9673 0.093
H -4.6068 -1.4432 -1.9380 0.070
```

LUMO = 3.992 eV
Charge = -2
Electronic energy = -134281.4774 eV
HOMO = -1.28 eV
Relative energy (zero: lowest compared OMol25 entry of this formula, charge and spin) = 64.9 kcal per mole
Kohn-Sham gap = 5.27 eV

Record 3
The following is a DFT calculation (ωB97M-V/def2-TZVPD) of a 2-piece molecular cluster, C15H31Br2NO3Si overall in a non-equilibrium geometry.

Structure (XYZ):
```
53
Properties=species:S:1:pos:R:3:lowdin_charge:R:1
C 3.1684 0.6806 -0.5096 -0.142
C 3.6030 2.1504 -1.0952 -0.146
C 2.3030 3.1759 -1.2480 -0.271
O 2.1573 4.1158 -0.3097 -0.024
O 1.4523 2.9864 -2.4370 -0.109
C 0.1365 3.6327 -2.2877 -0.239
C -0.9400 2.8480 -3.2501 -0.264
Si -1.8730 1.3865 -2.3314 0.599
C -0.7780 0.7178 -0.9039 -0.234
C -1.3597 0.9485 0.6087 -0.363
C -1.4895 -0.4173 1.5660 -0.077
N -1.7159 2.1427 1.1845 0.089
C -3.6478 1.9357 -1.8376 -0.754
Br -3.7386 3.8756 -1.2109 0.606
C -4.4369 0.9018 -0.8209 -0.729
C -5.1830 1.6297 0.4449 -0.239
Br -5.9281 0.0110 -1.8906 0.575
H 4.1439 0.0732 -0.2265 0.089
H 2.4979 0.0969 -1.2859 0.085
H 2.5119 0.8241 0.4695 0.090
H 3.9890 1.9824 -2.2121 0.127
H 4.4306 2.6168 -0.3946 0.130
H -0.2423 3.5693 -1.1790 0.101
H 0.1868 4.7826 -2.5758 0.149
H -0.3055 2.3164 -4.1031 0.095
H -1.6800 3.6231 -3.7369 0.086
H -2.0115 0.3241 -3.3545 0.000
H 0.3029 1.1713 -0.9526 0.070
H -0.6559 -0.4552 -1.0889 0.098
H -0.6909 -1.1927 1.1350 0.076
H -1.0759 -0.1369 2.6502 0.093
H -2.5771 -0.8561 1.5885 0.078
H -1.5427 2.8835 0.4706 -0.009
H -4.2897 1.9341 -2.8447 0.055
H -3.7742 0.0141 -0.4324 0.080
H -5.5927 0.7478 1.1373 0.090
H -4.4785 2.2681 1.1358 0.062
H -6.1485 2.2113 0.0825 0.082
C 0.8757 -5.2251 1.9372 -0.082
C 1.9955 -4.7300 1.0410 -0.277
O 2.2363 -3.3269 1.1541 -0.175
C 2.6167 -2.8515 2.4429 -0.283
C 3.8996 -3.4729 2.9653 -0.081
H -0.0538 -4.6893 1.7227 0.079
H 0.7079 -6.2964 1.7809 0.080
H 1.1030 -5.0751 2.9956 0.066
H 1.7194 -4.9147 -0.0031 0.119
H 2.9219 -5.2861 1.2162 0.105
H 1.7928 -2.9874 3.1523 0.105
H 2.7636 -1.7702 2.3462 0.113
H 3.8072 -4.5547 3.0917 0.066
H 4.1633 -3.0444 3.9371 0.079
H 4.7233 -3.2951 2.2658 0.083
```

LUMO = 0.295 eV
Electronic energy = -171647.4408 eV
HOMO = -9.90 eV
Relative energy (zero: lowest compared OMol25 entry of this formula, charge and spin) = 137.0 kcal per mole
SMILES = [H]/N=C(/C)C[Si@H](CCOC(=O)CC)[C@H](Br)[C@@H](C)Br.CCOCC
Kohn-Sham gap = 10.20 eV